Entry from the OMol25 dataset: a 9-piece molecular cluster, C27H64FN4O10S8 overall (ωB97M-V/def2-TZVPD).

Geometry as XYZ:
```
114
Properties=species:S:1:pos:R:3:mulliken_charge:R:1
N 1.849 0.825 3.479 -0.3940
C 1.261 -0.355 3.408 -0.0025
N 1.679 -1.406 4.383 -0.4996
N 0.246 -0.755 2.416 0.3268
C -0.996 0.074 2.497 -0.6371
C -2.279 -0.561 1.758 -0.1195
C -1.943 -1.604 0.587 -0.1278
C -1.600 -0.900 -0.841 -0.6838
C -0.037 -0.489 -0.738 0.0902
C 0.266 1.028 -0.508 -0.3182
C 1.759 1.451 -0.362 0.9093
C 2.062 2.996 -0.101 0.0087
O 1.470 3.872 -0.783 -0.4479
O 2.996 3.336 0.971 -0.0361
F 2.182 3.723 2.012 -0.1578
C 2.845 0.321 -0.446 -0.4439
C 2.374 -1.152 -0.692 -0.6553
N 0.969 -1.521 -0.828 0.1388
H 1.455 1.407 2.719 0.0443
H 0.951 -1.416 5.115 0.2464
H 2.613 -1.202 4.765 0.2752
H 0.063 -1.765 2.500 -0.0046
H -0.854 1.141 2.111 0.2816
H -1.282 0.170 3.619 0.3510
H -2.918 -1.096 2.563 0.4031
H -2.936 0.322 1.389 -0.1285
H -2.903 -2.236 0.432 0.4300
H -1.101 -2.342 0.818 -0.0553
H -2.268 0.011 -1.011 0.2411
H -1.787 -1.637 -1.695 0.4179
H -0.584 1.808 -0.452 0.4835
H 3.959 0.568 -0.321 0.3710
H 3.135 -2.020 -0.756 0.3771
H 0.727 -2.518 -0.970 0.3357
C -4.441 3.564 -0.542 -0.7655
S -5.549 2.362 0.224 0.3886
O -4.782 1.085 0.388 -0.5880
C -6.629 2.163 -1.208 -0.8696
H -3.651 3.809 0.170 0.3076
H -3.996 3.141 -1.445 0.1685
H -4.998 4.470 -0.787 0.3450
H -6.048 1.825 -2.069 0.2858
H -7.117 3.113 -1.432 0.3540
H -7.387 1.417 -0.968 0.3186
C -0.312 -0.230 -5.323 -1.0124
S -1.485 1.059 -4.854 0.4697
O -2.018 0.708 -3.499 -0.5267
C -2.749 0.617 -6.064 -1.0609
H 0.553 -0.167 -4.662 0.0956
H -0.776 -1.214 -5.219 0.4791
H 0.009 -0.073 -6.354 0.4729
H -3.064 -0.418 -5.915 0.3062
H -2.350 0.747 -7.072 0.4138
H -3.605 1.279 -5.927 0.3482
C -0.451 -5.273 3.108 -0.8493
S -0.400 -5.752 1.368 0.3906
O -0.971 -4.615 0.572 -0.5555
C -1.675 -7.022 1.487 -0.8342
H 0.252 -4.451 3.261 0.2209
H -1.457 -4.944 3.376 0.3110
H -0.155 -6.121 3.728 0.3988
H -2.605 -6.585 1.855 0.3263
H -1.338 -7.812 2.160 0.2999
H -1.840 -7.440 0.493 0.3294
C 4.306 0.811 -5.568 -0.8984
S 2.643 1.368 -5.997 0.7603
O 2.446 1.113 -7.457 -0.7061
C 2.979 3.129 -5.793 -0.9099
H 4.342 -0.275 -5.665 0.3473
H 5.036 1.259 -6.244 0.3463
H 4.529 1.090 -4.536 0.1660
H 3.791 3.433 -6.456 0.3536
H 3.245 3.332 -4.754 0.1911
H 2.075 3.685 -6.050 0.3506
C 6.827 3.422 5.052 -0.8771
S 5.717 2.223 5.823 0.4783
O 6.474 0.943 5.972 -0.6221
C 4.620 2.040 4.401 -0.6664
H 7.625 3.656 5.758 0.3338
H 7.259 3.000 4.143 0.2465
H 6.273 4.334 4.818 0.3342
H 5.188 1.702 3.531 0.3094
H 4.136 2.995 4.187 0.3145
H 3.859 1.299 4.645 0.1607
C 7.142 2.719 -1.286 -1.1481
S 5.484 3.306 -1.693 0.7909
O 5.263 3.053 -3.151 -0.6541
C 5.850 5.062 -1.496 -1.1468
H 7.158 1.633 -1.383 0.3332
H 7.871 3.154 -1.973 0.3846
H 7.385 2.994 -0.258 0.3795
H 6.658 5.352 -2.170 0.4077
H 6.134 5.262 -0.461 0.3717
H 4.952 5.631 -1.741 0.3238
C -8.707 7.000 -0.514 -0.9441
S -8.688 5.331 0.175 0.6261
O -8.957 4.379 -0.948 -0.6300
C -10.217 5.500 1.120 -1.0146
H -7.849 7.109 -1.178 0.2985
H -9.626 7.159 -1.081 0.3088
H -8.632 7.729 0.295 0.3634
H -11.043 5.752 0.452 0.3106
H -10.094 6.278 1.876 0.3685
H -10.426 4.549 1.611 0.3219
C -0.244 -12.084 3.017 -0.9375
S 0.473 -10.578 3.708 0.4445
O -0.494 -9.464 3.453 -0.6200
C 1.802 -10.428 2.495 -0.9173
H -1.125 -12.347 3.602 0.3139
H -0.535 -11.917 1.978 0.3037
H 0.484 -12.895 3.077 0.3771
H 1.384 -10.363 1.489 0.2921
H 2.465 -11.292 2.572 0.3837
H 2.367 -9.520 2.712 0.3078
```

Its net charge is +1. As for the largest force on an atom: 6.04 eV/A. The calculation puts the total energy at -144851.527 eV. The value obtained for the LUMO energy is -4.48 eV. As for the gap between HOMO and LUMO: 5.78 eV. The multiplicity is 1.